ORCA calculation (ωB97M-V with the def2-TZVPD basis set) on a cluster of 2 separate species, C20H36ClF3N3O3 in total in a non-equilibrium geometry.

The value obtained for the molar mass is 458.97 g/mol. Its energy is -52604.370 eV. Its net charge is +1. As for the orbital gap: 8.22 eV. As for the spin multiplicity: 1.

```
66
Properties=species:S:1:pos:R:3:forces:R:3:nbo_charge:R:1
C 5.075 0.601 -0.343 0.94 -0.14 0.07 -0.262
O 3.770 0.906 0.097 -0.57 0.28 0.01 -0.537
C 2.800 0.070 -0.494 0.79 -1.02 -0.58 -0.071
C 2.668 -1.255 0.305 0.14 0.74 0.12 -0.455
C 1.692 -1.175 1.483 0.46 -1.46 -0.32 -0.240
N 0.263 -0.938 1.148 1.18 1.39 1.08 -0.292
C -0.506 -1.477 0.287 -0.68 -0.13 -1.26 0.542
C -0.098 -2.528 -0.698 0.31 0.13 -0.52 -0.506
C 0.462 -1.912 -2.031 -0.46 -0.19 -0.35 -0.394
C -0.514 -1.990 -3.235 0.28 0.53 -0.38 -0.419
C 0.248 -2.141 -4.568 -0.51 0.36 -0.20 -0.214
N 1.149 -1.012 -4.842 0.01 -0.01 0.14 -0.840
C -1.947 -0.939 0.363 -0.42 -0.63 1.35 -0.060
C -2.549 -0.201 -0.882 0.48 -0.35 0.24 -0.434
C -3.227 1.156 -0.627 0.15 0.14 -0.34 -0.500
C -2.471 2.343 -1.244 -1.33 -1.18 -0.76 0.978
F -2.962 2.536 -2.476 -0.09 0.14 -0.70 -0.328
F -2.661 3.466 -0.593 0.29 0.76 0.86 -0.305
F -1.170 2.118 -1.419 0.87 0.12 0.36 -0.334
C -2.807 -2.241 0.603 -0.02 0.07 -1.03 -0.507
C -4.165 -1.922 1.228 0.97 -0.22 -3.78 0.568
O -4.320 -1.902 2.357 -0.73 0.10 4.57 -0.463
Cl -5.537 -1.551 0.152 0.26 -0.04 -0.34 -0.061
C -1.844 -0.241 1.758 0.33 -1.85 1.52 -0.436
C -0.357 0.127 1.991 -2.52 1.05 -1.61 -0.026
C -0.213 1.580 1.391 1.78 -1.07 0.75 -0.494
C 0.680 2.500 2.237 0.70 0.56 -1.25 0.327
C 1.580 3.447 1.458 -0.95 -0.27 -0.27 -0.671
N 0.722 2.529 3.492 -0.59 -0.57 0.76 -0.605
H 5.790 1.217 0.210 -0.34 0.03 0.00 0.214
H 5.364 -0.445 -0.143 -0.24 0.16 -0.07 0.164
H 5.239 0.800 -1.413 -0.35 -0.02 0.15 0.182
H 3.157 -0.195 -1.505 -0.28 0.08 0.12 0.189
H 1.844 0.589 -0.636 0.24 0.15 0.33 0.176
H 3.658 -1.420 0.750 -0.22 -0.03 0.01 0.254
H 2.511 -2.120 -0.340 -0.26 0.17 0.08 0.219
H 2.014 -0.432 2.217 -0.25 0.21 -0.35 0.249
H 1.725 -2.137 2.018 -0.10 0.21 -0.08 0.237
H 0.657 -3.205 -0.288 -0.20 0.18 0.20 0.254
H -0.962 -3.133 -0.985 0.08 0.08 0.32 0.249
H 0.729 -0.859 -1.883 0.14 -0.24 0.05 0.206
H 1.369 -2.454 -2.326 -0.09 0.12 0.30 0.236
H -1.042 -1.028 -3.327 -0.08 -0.29 0.08 0.201
H -1.285 -2.766 -3.144 0.32 -0.04 0.13 0.212
H 0.793 -3.092 -4.631 -0.06 0.15 0.23 0.186
H -0.503 -2.150 -5.368 0.15 -0.25 0.15 0.204
H 1.287 -0.414 -4.035 0.03 -0.09 -0.11 0.344
H 0.797 -0.427 -5.589 0.07 -0.09 0.09 0.374
H -1.769 -0.157 -1.649 -0.24 0.41 0.12 0.244
H -3.310 -0.867 -1.297 0.18 0.12 0.06 0.244
H -3.479 1.370 0.414 0.26 -0.14 -0.10 0.236
H -4.180 1.142 -1.164 0.09 0.09 0.22 0.267
H -2.929 -2.747 -0.362 -0.15 0.03 0.25 0.239
H -2.279 -2.916 1.285 -0.28 0.13 0.03 0.243
H -1.976 -1.091 2.452 -0.21 0.26 -0.13 0.230
H -2.620 0.437 2.112 0.34 0.40 -0.54 0.256
H -0.025 -0.003 3.021 -0.03 0.09 -0.16 0.237
H 0.300 1.444 0.434 -0.49 0.35 -0.05 0.230
H -1.218 1.975 1.254 0.25 0.25 -0.05 0.242
H 2.392 3.826 2.076 -0.13 -0.03 -0.09 0.253
H 0.924 4.268 1.128 0.33 0.03 0.10 0.237
H 1.937 2.974 0.535 0.21 0.07 0.30 0.219
H 0.036 1.857 3.855 0.14 0.18 0.30 0.311
O 0.514 3.972 6.851 -0.12 0.00 -0.13 -0.934
H 0.323 3.380 6.115 0.14 0.07 0.01 0.465
H 0.456 4.852 6.462 0.04 -0.05 0.08 0.469
```
Forces are in eV/Å.

***

ORCA calculation (ωB97M-V with the def2-TZVPD basis set) on a cluster of 4 separate species, C20H36ClN2O10S3 in total in a non-equilibrium geometry.

The value obtained for the molar mass is 596.17 g/mol. Its energy is -89795.594 eV. Its net charge is +1. As for the orbital gap: 8.75 eV. As for the spin multiplicity: 1.

```
72
Properties=species:S:1:pos:R:3:forces:R:3:lowdin_charge:R:1
C -0.317 -2.142 -0.943 -0.53 0.02 0.19 -0.056
C 0.180 -0.667 -1.225 -0.33 -0.87 0.28 -0.215
C -0.746 0.020 -2.275 2.62 -0.46 -0.62 -0.515
Cl 0.319 0.662 -3.614 -0.92 -0.22 0.42 0.727
N -1.492 1.225 -1.734 -1.62 -1.06 -0.49 -0.072
C -2.276 0.987 -0.477 -0.81 0.45 1.49 0.060
C -3.569 0.116 -0.725 2.15 -0.91 0.54 -0.437
O -4.591 0.635 -0.962 -1.43 0.87 -0.51 0.215
O -3.390 -1.231 -0.591 0.37 1.52 -0.96 0.104
C -4.045 -2.003 -1.597 -0.98 -0.06 -1.37 -0.435
C -4.303 -1.530 -3.047 -0.45 0.37 0.81 0.001
O -4.365 -3.087 -1.303 0.03 -1.33 0.88 0.191
O -0.664 2.366 -1.606 -0.42 1.49 -0.03 0.031
C -1.269 3.361 -2.294 2.31 -3.00 2.09 -0.260
N -1.816 4.019 -3.028 -1.43 1.96 -1.58 0.248
H -1.223 -2.389 -1.547 0.67 0.20 0.39 0.063
H 0.441 -2.908 -1.222 -0.42 0.72 0.40 0.089
H -0.628 -2.264 0.121 0.41 -0.02 -0.77 0.090
H 0.255 -0.052 -0.295 -0.06 -0.57 -0.75 0.069
H 1.228 -0.766 -1.584 -0.91 0.55 -0.07 0.112
H -1.475 -0.665 -2.769 0.22 0.77 0.48 0.094
H -2.189 1.475 -2.461 0.22 -0.14 0.09 0.187
H -1.671 0.600 0.369 0.02 -0.01 -0.90 0.138
H -2.669 1.983 -0.161 0.32 -0.68 -0.42 0.164
H -3.638 -2.098 -3.717 -0.23 0.49 0.68 0.070
H -4.278 -0.435 -3.203 0.29 -0.73 -0.08 0.078
H -5.335 -1.863 -3.303 0.75 0.25 0.37 0.121
C -1.618 0.085 -7.972 0.13 -0.10 0.01 -0.212
C -2.014 -1.315 -8.454 -0.05 0.11 -0.12 -0.204
C -2.383 -2.140 -7.216 0.24 -0.30 -0.30 -0.206
S -2.974 -0.969 -5.996 -0.08 0.19 -1.21 0.685
O -2.048 -0.960 -4.878 -0.15 0.03 0.18 -0.386
O -4.393 -1.146 -5.812 0.15 0.00 0.38 -0.312
C -2.694 0.498 -6.973 0.25 0.31 -0.17 -0.220
H -1.547 0.792 -8.798 -0.01 -0.01 0.06 0.123
H -0.644 0.043 -7.477 -0.03 0.05 -0.01 0.119
H -2.879 -1.240 -9.118 0.03 -0.01 0.04 0.123
H -1.211 -1.790 -9.017 -0.05 -0.01 0.04 0.121
H -3.169 -2.861 -7.431 -0.02 0.03 0.22 0.111
H -1.514 -2.650 -6.801 -0.06 0.06 0.10 0.110
H -2.389 1.321 -6.328 -0.09 -0.07 0.09 0.106
H -3.629 0.743 -7.479 -0.03 -0.07 0.11 0.116
C 1.799 2.627 3.985 -0.06 0.07 -0.12 -0.201
C 0.363 3.134 3.812 0.06 0.10 0.17 -0.206
C -0.248 2.383 2.626 -0.30 0.41 -0.09 -0.236
S 0.596 0.799 2.551 0.36 0.27 1.16 0.671
O 1.360 0.742 1.321 -0.38 -0.15 -0.19 -0.333
O -0.325 -0.250 2.925 -0.09 -0.10 -0.70 -0.326
C 1.717 1.107 3.902 -0.07 0.29 -0.12 -0.239
H 2.231 2.952 4.931 0.03 -0.05 -0.06 0.123
H 2.427 3.012 3.177 0.04 -0.04 0.06 0.127
H -0.211 2.920 4.717 0.01 -0.01 -0.05 0.122
H 0.331 4.212 3.652 -0.04 -0.05 -0.01 0.118
H -1.317 2.216 2.759 0.05 -0.13 -0.08 0.099
H -0.068 2.906 1.685 0.07 -0.09 0.00 0.096
H 2.671 0.639 3.704 -0.18 -0.10 -0.13 0.068
H 1.272 0.687 4.805 -0.04 -0.08 -0.10 0.115
C 4.510 -1.838 7.485 0.06 -0.09 -0.09 -0.218
C 6.014 -1.546 7.439 -0.01 -0.03 0.14 -0.211
C 6.251 -0.534 6.313 0.38 -0.31 0.06 -0.216
S 4.737 0.415 6.166 0.29 -0.12 0.52 0.684
O 4.142 0.141 4.875 0.40 0.12 0.26 -0.338
O 4.967 1.761 6.626 -0.23 0.08 -0.42 -0.316
C 3.822 -0.479 7.414 -0.19 -0.33 0.18 -0.227
H 4.231 -2.381 8.388 -0.01 0.03 -0.04 0.119
H 4.226 -2.447 6.622 -0.04 0.02 0.05 0.121
H 6.330 -1.116 8.393 -0.02 -0.01 -0.04 0.120
H 6.596 -2.453 7.280 -0.01 0.06 0.00 0.118
H 7.075 0.140 6.542 -0.12 0.11 -0.14 0.107
H 6.431 -1.030 5.360 -0.10 0.10 -0.02 0.107
H 2.773 -0.542 7.130 0.04 0.13 -0.07 0.105
H 3.925 0.064 8.354 0.01 0.07 -0.09 0.112
```
Forces are in eV/Å.

***

> The highest energy belongs to which entry?

C20H36ClF3N3O3

***

> Among the records above, which one has the lowest orbital gap?

C20H36ClF3N3O3

***

> What is the formula in the first record?

C20H36ClF3N3O3